1.
The following is a quantum chemistry calculation of a molecular structure, C45H37InN5O4PSSe2 at a distorted geometry, from OMol25.

XYZ file:
```
96
Properties=species:S:1:pos:R:3:mulliken_charge:R:1
In -0.15411 -1.63892 0.01499 1.935
Se -0.83545 1.19562 0.55600 -0.341
P -2.51668 2.02883 -0.62251 0.491
Se -4.50698 1.20580 -0.34673 -0.398
C -2.01297 1.96467 -2.34320 0.886
C -2.52397 0.98999 -3.19134 -0.348
C -2.29751 1.06251 -4.54333 -0.503
C -1.54243 2.08303 -5.08781 -0.629
C -0.88828 2.98721 -4.20900 -0.663
C -1.19806 2.98403 -2.84121 -0.580
C -2.84012 3.77956 -0.30022 0.390
C -2.01770 4.54874 0.59029 -0.397
C -2.41658 5.88192 0.83467 -0.575
C -3.51698 6.42187 0.17896 -0.467
C -4.28389 5.65624 -0.69439 -0.588
C -3.94595 4.32419 -0.94414 -0.484
H -3.17893 0.24683 -2.73194 0.222
H -2.79657 0.37589 -5.22490 0.401
H -1.37396 2.19622 -6.16892 0.351
H -0.17265 3.65080 -4.61958 0.486
H -0.86461 3.76821 -2.17889 0.350
H -1.18870 4.07507 1.06758 0.240
H -1.86149 6.45628 1.56057 0.412
H -3.79298 7.46803 0.27897 0.349
H -5.15783 6.07780 -1.21300 0.349
H -4.49647 3.67232 -1.65712 0.327
O -5.23092 -4.62269 5.44612 -0.604
N -4.95649 -4.65150 4.22584 0.986
O -5.46671 -5.44930 3.42922 -0.552
C -3.88291 -3.73642 3.89242 -0.259
C -3.06330 -3.17367 4.82608 -0.857
C -1.97645 -2.33762 4.37556 0.687
C -1.15997 -1.68011 5.29955 -0.459
C 0.02045 -1.07144 4.85359 -1.122
C 0.26758 -1.05356 3.48528 -0.458
N -0.51711 -1.67694 2.56659 0.404
C -1.64259 -2.25240 2.99625 -0.343
C -2.56240 -2.77554 2.01268 0.428
N -2.27296 -2.66610 0.66592 0.261
C -3.21686 -3.05597 -0.22739 -0.193
C -4.45762 -3.50213 0.15321 -1.253
C -4.71350 -3.67755 1.51233 -0.268
C -3.73548 -3.40612 2.47460 0.308
H -3.27079 -3.33283 5.86801 0.548
H -1.44782 -1.66254 6.34639 0.444
H 0.76194 -0.70591 5.52622 0.490
H 1.19318 -0.61905 3.18014 0.533
H -2.91794 -3.04397 -1.29492 0.420
H -5.18673 -3.66326 -0.65222 0.441
H -5.76330 -3.90911 1.78611 0.470
C 5.24994 4.46099 0.43184 -2.139
C 3.92032 3.74836 0.33418 2.232
C 3.08634 4.12708 1.55580 -1.475
C 3.14117 4.26364 -0.91252 -1.535
C 4.12452 2.20838 0.26045 0.465
C 5.43039 1.69345 0.16352 -0.580
C 5.72356 0.27913 0.16256 -1.493
C 4.67466 -0.57493 0.19493 0.722
S 4.76155 -2.30152 0.14249 -0.342
C 3.05097 -2.28733 0.47941 0.514
N 2.43797 -1.12422 0.49139 0.248
C 3.34199 -0.08468 0.29855 -1.548
C 3.05969 1.27580 0.29307 0.697
C 2.37100 -3.53344 0.51288 0.937
C 3.11035 -4.69266 0.76468 -0.968
C 2.48181 -5.92400 0.51108 -0.849
C 1.15881 -5.99354 0.12158 -0.890
C 0.43371 -4.79250 -0.05812 -0.166
C 1.00123 -3.53979 0.15392 -0.177
H 5.08199 5.56505 0.52082 0.383
H 5.91335 4.27771 -0.46867 0.361
H 5.85601 4.06317 1.28336 0.447
H 3.04136 5.19795 1.67229 0.474
H 3.52591 3.65619 2.48602 0.301
H 2.09285 3.75833 1.37060 0.231
H 3.16145 5.35984 -0.87279 0.459
H 2.12665 3.88824 -0.91616 0.255
H 3.60676 3.93401 -1.87109 0.316
H 6.24138 2.38394 0.09109 0.482
H 6.77155 -0.06738 0.15393 0.372
H 2.03145 1.66168 0.24031 -0.112
H 4.10768 -4.58893 1.15067 0.566
H 3.06522 -6.79833 0.61837 0.445
H 0.67674 -6.97151 -0.02523 0.418
H -0.58691 -4.87414 -0.42445 0.404
O -1.21426 -3.45150 -2.52457 -0.730
C -0.32750 -2.67170 -2.92158 0.213
C 0.48605 -2.90347 -4.19883 -0.443
C 1.43688 -1.71900 -4.22731 -0.539
C 1.27247 -1.06849 -2.83488 0.139
O 1.99429 -0.19075 -2.38178 -0.609
N 0.11402 -1.54608 -2.23814 0.112
H -0.17561 -2.97476 -5.09234 0.321
H 1.05410 -3.83857 -4.05241 0.250
H 1.18612 -0.98735 -5.02939 0.280
H 2.48061 -2.03940 -4.32094 0.282
```

The largest force on an atom is 0.06226 hartree/bohr. The calculation puts the relative energy (zero: lowest compared OMol25 entry of this formula, charge and spin) at 34.9 kcal per mole. As for the spin multiplicity: 1. The value obtained for the total energy is -8044.30402 hartree.


2.
The following is a quantum chemistry calculation of a molecular structure, C45H37N3O6S3SeTeW at a distorted geometry, from OMol25.

XYZ file:
```
97
Properties=species:S:1:pos:R:3:mulliken_charge:R:1
W 0.48384 -0.03992 0.83173 1.777
S -0.98515 3.43481 2.37392 -0.521
C -1.12681 2.93120 0.78448 0.059
N -0.75053 1.81386 0.12279 1.167
C -1.16469 1.88366 -1.23348 -2.336
C -1.00992 0.91349 -2.21361 0.811
C -1.49450 1.10797 -3.49476 -0.745
C -2.16116 2.27789 -3.84003 -0.862
C -2.33909 3.26251 -2.88279 -0.558
C -1.83668 3.05368 -1.60566 2.040
S -1.98356 4.08250 -0.23393 -0.455
H -0.52778 -0.01305 -1.97622 -0.825
H -1.36543 0.31331 -4.22180 0.520
H -2.55576 2.41175 -4.84050 0.384
H -2.87019 4.17878 -3.11514 0.358
O -2.11438 0.41513 2.31800 -0.426
S -1.30892 0.47661 3.50457 0.907
O -1.66427 1.37850 4.56909 -0.730
N 0.18674 0.70713 2.89577 -0.172
C 1.26318 0.88878 3.74184 -0.324
C 1.24759 1.41062 5.02294 -0.524
C 2.44315 1.51281 5.76095 -0.763
C 3.64951 1.13726 5.24515 -1.104
C 3.70910 0.65199 3.91995 1.767
C 4.90252 0.28118 3.26747 -1.453
C 4.85362 -0.14578 1.98106 -1.127
C 3.61531 -0.20689 1.31922 0.223
N 2.49696 0.13218 1.89212 1.453
C 2.51946 0.54091 3.18160 -0.926
C -1.32113 -1.17039 4.19865 0.052
C -0.39493 -1.59204 5.14168 0.056
C -0.45312 -2.89064 5.62016 -0.804
C -1.43576 -3.76158 5.16840 -0.409
C -2.36214 -3.32923 4.23216 -0.729
C -2.30568 -2.03215 3.74295 -0.208
H 0.31087 1.73171 5.44994 0.673
H 2.39346 1.91161 6.76755 0.371
H 4.56274 1.22180 5.82286 0.401
H 5.84320 0.34871 3.80290 0.366
H 5.74479 -0.44251 1.44691 0.522
H 3.53875 -0.54442 0.29791 0.479
H 0.38816 -0.92986 5.48506 0.346
H 0.28918 -3.22785 6.33378 0.382
H -1.46538 -4.78174 5.53287 0.344
H -3.11153 -4.01053 3.84878 0.392
H -2.97662 -1.69972 2.96340 0.458
C 1.32768 -1.96825 -5.21153 -0.610
C 1.06227 -2.37492 -3.91092 -0.996
C 1.24433 -1.52019 -2.83243 0.685
C 1.71963 -0.22038 -3.03215 0.510
C 1.99866 0.16526 -4.35114 -0.758
C 1.79863 -0.68035 -5.42923 -0.722
C 2.01465 0.79500 -2.00028 -1.056
C 1.76686 0.99627 -0.68659 0.273
C 2.66812 2.07612 -0.11554 0.742
C 3.99083 2.22810 -0.56711 -0.523
C 4.85716 3.16221 -0.01870 -1.027
C 4.44379 3.97397 1.02932 -0.541
C 3.15979 3.80540 1.52578 -0.987
C 2.30452 2.86460 0.97223 0.706
H 1.16926 -2.64850 -6.04069 0.384
H 0.70784 -3.38290 -3.73584 0.449
H 1.03841 -1.86626 -1.82742 0.816
H 2.37012 1.16964 -4.52568 0.382
H 2.01197 -0.33473 -6.43440 0.367
H 2.61148 1.57733 -2.45848 0.406
H 4.36352 1.56964 -1.34029 0.423
H 5.87101 3.23600 -0.39838 0.347
H 5.12025 4.69744 1.46976 0.371
H 2.80292 4.39593 2.36248 0.436
H 1.33775 2.74605 1.43364 -0.419
C -5.60314 -0.76771 -5.16669 -1.752
C -4.73431 -1.00628 -3.95746 1.037
C -4.82921 -0.19896 -2.83547 -1.108
C -4.02491 -0.39714 -1.71353 1.199
C -4.18447 0.52937 -0.53759 -1.550
C -3.08331 -1.43312 -1.71574 -0.230
Te -1.82961 -1.75276 -0.02785 0.181
C -3.03059 -2.30838 -2.81288 1.284
C -2.16660 -3.54312 -2.80094 -1.488
C -3.83905 -2.06903 -3.92178 -1.156
H -6.04632 0.22923 -5.13835 0.355
H -6.41989 -1.49382 -5.22094 0.326
H -5.02636 -0.85534 -6.09046 0.371
H -5.53571 0.62769 -2.83409 0.236
H -5.14859 1.04065 -0.58145 0.516
H -3.39630 1.28807 -0.52817 0.439
H -4.09573 -0.01113 0.40534 0.111
H -1.14464 -3.31105 -2.50655 0.026
H -2.17257 -4.03276 -3.77769 0.374
H -2.53119 -4.24994 -2.05075 0.293
H -3.77114 -2.73739 -4.77689 0.252
O 0.93119 -4.23931 0.64885 -0.746
Se 1.52955 -2.84994 1.17678 1.518
O 1.62849 -1.65593 -0.03584 -1.225
O 0.45869 -1.88300 2.06147 -0.472
O 2.94727 -2.97544 1.93156 -0.756
```

The largest force on an atom is 0.01955 hartree/bohr. The charge is -2. The calculation puts the relative energy (zero: lowest compared OMol25 entry of this formula, charge and spin) at 33.5 kcal per mole. As for the spin multiplicity: 3. The value obtained for the total energy is -6283.86937 hartree.